Molecular formula: C67H99N7O8
Method: DFT, ωB97M-V/def2-TZVPD

```
! wB97M-V def2-TZVPD RIJCOSX def2/J DEFGRID3
* xyz 0 1
C -1.439 1.938 -4.316
C -1.194 3.422 -4.086
C -1.532 3.517 -2.619
O -1.383 2.230 -2.110
C -0.879 1.310 -3.068
H -0.996 1.585 -5.247
H -2.496 1.697 -4.432
H -1.726 4.026 -4.821
H -0.138 3.624 -4.265
H -2.566 3.863 -2.601
H -0.960 4.281 -2.092
H -1.290 0.316 -2.892
H 0.208 1.243 -3.109
C 1.821 2.040 4.485
C 0.891 1.014 4.088
C -0.551 1.546 4.406
O -0.296 2.865 4.855
C 0.963 3.315 4.338
H 2.774 2.122 3.964
H 2.145 1.806 5.498
H 1.024 0.008 4.485
H 0.973 0.982 3.001
H -1.027 0.947 5.183
H -1.125 1.555 3.480
H 1.403 4.100 4.953
H 0.852 3.749 3.344
C -0.217 3.103 0.118
C -0.125 2.930 1.627
C -1.444 3.392 2.166
O -2.252 3.588 1.048
C -1.701 2.918 -0.077
H 0.344 2.330 -0.407
H 0.060 4.093 -0.243
H 0.651 3.550 2.075
H -0.013 1.874 1.873
H -1.519 4.360 2.661
H -1.980 2.624 2.724
H -2.047 3.386 -0.999
H -2.031 1.882 -0.001
C 4.527 -1.587 -1.738
C 4.497 -2.571 -0.660
C 3.002 -2.674 -0.444
O 2.407 -1.411 -0.669
C 3.387 -0.642 -1.437
H 4.306 -2.108 -2.670
H 5.485 -1.082 -1.857
H 4.974 -2.120 0.210
H 4.933 -3.494 -1.042
H 2.828 -3.028 0.573
H 2.596 -3.378 -1.171
H 3.825 0.126 -0.800
H 2.861 -0.221 -2.293
C -1.703 -2.960 -4.560
C -1.361 -2.364 -3.246
C -2.514 -2.641 -2.321
O -3.028 -3.855 -2.891
C -2.440 -4.155 -4.115
H -0.822 -3.203 -5.155
H -2.286 -2.235 -5.127
H -1.273 -1.277 -3.260
H -0.487 -2.865 -2.831
H -3.220 -1.811 -2.363
H -2.242 -2.709 -1.268
H -3.126 -4.424 -4.918
H -1.751 -4.998 -4.056
C 4.118 3.377 0.215
C 2.729 3.474 0.769
C 2.529 2.133 1.405
O 3.406 1.243 0.753
C 4.384 1.880 -0.057
H 4.817 3.648 1.007
H 4.367 3.997 -0.647
H 1.943 3.638 0.031
H 2.674 4.343 1.426
H 1.476 1.861 1.336
H 2.757 2.285 2.460
H 4.087 1.619 -1.073
H 5.397 1.542 0.159
C 2.423 -1.494 3.220
C 2.589 -0.503 2.004
C 4.100 -0.516 1.676
O 4.654 -1.559 2.484
C 3.612 -2.406 3.001
H 1.435 -1.956 3.231
H 2.618 -0.980 4.161
H 2.285 0.515 2.244
H 1.973 -0.857 1.177
H 4.547 0.444 1.935
H 4.152 -0.788 0.622
H 3.854 -3.064 3.836
H 3.463 -3.185 2.254
C -4.513 -2.622 2.087
C -3.240 -3.183 2.641
C -2.335 -3.274 1.433
O -2.772 -2.229 0.512
C -4.008 -1.643 0.979
H -5.097 -2.124 2.860
H -5.038 -3.409 1.545
H -3.483 -4.127 3.131
H -2.731 -2.489 3.310
H -2.615 -4.239 1.010
H -1.263 -3.160 1.595
H -4.750 -1.515 0.190
H -3.822 -0.657 1.405
N -0.935 -0.707 3.930
C -0.686 -1.637 2.971
C -0.250 -2.960 3.242
C -0.059 -3.288 4.571
C -0.305 -2.335 5.582
C -0.843 -1.116 5.222
H -0.709 -1.262 1.959
H 0.012 -3.675 2.477
H 0.307 -4.252 4.890
H -0.111 -2.693 6.582
H -1.128 -0.403 5.981
N -4.365 1.884 4.714
C -3.311 1.041 4.724
C -2.798 0.475 3.498
C -3.401 0.794 2.311
C -4.483 1.665 2.290
C -4.850 2.315 3.493
H -2.872 0.904 5.701
H -1.949 -0.193 3.528
H -3.022 0.375 1.391
H -5.019 1.900 1.383
H -5.668 3.006 3.634
N -4.797 0.688 0.160
C -3.488 0.779 -0.111
C -2.999 0.750 -1.440
C -3.935 0.561 -2.461
C -5.291 0.498 -2.195
C -5.675 0.578 -0.829
H -2.798 1.006 0.688
H -1.941 0.857 -1.626
H -3.604 0.509 -3.487
H -6.103 0.431 -2.904
H -6.709 0.507 -0.526
N 1.790 -0.084 -3.732
C 1.451 -1.345 -3.459
C 1.625 -2.424 -4.325
C 2.206 -2.131 -5.557
C 2.575 -0.840 -5.926
C 2.264 0.177 -5.008
H 0.960 -1.495 -2.509
H 1.322 -3.423 -4.050
H 2.401 -2.927 -6.261
H 3.075 -0.658 -6.866
H 2.629 1.167 -5.236
N 0.945 -3.571 1.493
C 0.570 -4.810 1.008
C 0.203 -5.040 -0.289
C 0.010 -3.932 -1.132
C 0.371 -2.646 -0.688
C 0.839 -2.527 0.637
H 0.836 -5.608 1.685
H 0.116 -6.078 -0.574
H -0.269 -4.079 -2.164
H 0.420 -1.843 -1.408
H 1.172 -1.584 1.045
N 2.555 4.971 -2.811
C 2.727 4.984 -4.158
C 2.412 3.920 -4.993
C 1.742 2.819 -4.423
C 1.501 2.810 -3.042
C 1.955 3.883 -2.300
H 3.363 5.766 -4.545
H 2.678 3.867 -6.039
H 1.464 1.929 -4.968
H 1.061 1.932 -2.594
H 1.850 3.969 -1.229
N -0.608 -0.376 -1.513
C -1.493 -0.590 -0.530
C -1.194 -0.473 0.773
C 0.110 0.009 1.093
C 1.025 0.272 0.076
C 0.600 0.099 -1.204
H -2.451 -0.990 -0.827
H -1.870 -0.727 1.576
H 0.333 0.116 2.144
H 2.001 0.667 0.317
H 1.226 0.385 -2.037
*
```

Values from the calculation:
LUMO energy = 0.01 eV
HOMO energy = -7.622 eV
HOMO-LUMO gap = 7.63 eV

Molecular formula: C68H156As3F18NOP4
Method: DFT, ωB97M-V/def2-TZVPD

```
! wB97M-V def2-TZVPD RIJCOSX def2/J DEFGRID3
* xyz 2 1
C -4.490 -4.078 -9.084
C -4.572 -5.395 -8.329
C -5.322 -6.524 -9.078
O -4.427 -6.962 -10.094
C -4.782 -8.102 -10.868
N -3.202 -5.773 -7.990
H -3.184 -6.348 -7.154
H -2.989 -6.503 -8.767
H -2.628 -4.913 -7.788
H -3.829 -4.148 -9.955
H -3.984 -3.290 -8.518
H -5.538 -3.645 -9.139
H -5.055 -5.296 -7.310
H -6.141 -5.967 -9.503
H -5.610 -7.338 -8.291
H -5.060 -8.998 -10.288
H -3.881 -8.300 -11.491
H -5.576 -7.904 -11.561
C 2.244 7.566 -5.865
C 1.466 8.195 -4.727
C 0.475 7.180 -4.101
C 1.259 5.923 -3.811
P 0.427 4.438 -3.242
C -0.300 4.681 -1.549
C -1.779 4.905 -1.646
C -2.247 5.367 -0.237
C -3.661 6.007 -0.094
C -0.872 4.068 -4.367
C -1.549 2.688 -4.213
C -1.044 1.633 -5.219
C -1.624 0.234 -4.829
C 1.708 3.161 -3.180
C 2.582 3.263 -1.942
C 3.480 2.028 -1.628
C 4.091 2.187 -0.181
H 2.732 8.364 -6.402
H 1.610 6.881 -6.530
H 3.041 6.960 -5.403
H 0.990 9.128 -5.118
H 2.204 8.472 -3.944
H -0.418 6.881 -4.648
H 0.090 7.561 -3.116
H 2.151 6.088 -3.174
H 1.588 5.574 -4.741
H 0.187 5.549 -1.141
H -0.136 3.791 -1.000
H -2.256 3.952 -1.816
H -2.069 5.568 -2.421
H -1.510 5.999 0.214
H -2.262 4.483 0.376
H -3.536 7.078 -0.138
H -4.174 5.678 0.816
H -4.318 5.613 -0.878
H -0.473 4.136 -5.388
H -1.634 4.874 -4.297
H -2.617 2.836 -4.234
H -1.269 2.144 -3.309
H 0.058 1.590 -5.252
H -1.446 1.760 -6.230
H -2.712 0.240 -4.795
H -1.186 -0.030 -3.883
H -1.287 -0.480 -5.590
H 2.200 3.257 -4.151
H 1.105 2.314 -3.072
H 1.873 3.446 -1.161
H 3.142 4.214 -1.833
H 4.256 2.039 -2.375
H 2.911 1.123 -1.683
H 3.281 2.002 0.609
H 4.451 3.204 -0.081
H 4.894 1.476 0.007
C -1.594 1.613 7.213
C -1.626 1.737 5.688
C -0.554 2.608 5.013
C 0.883 1.991 5.051
P 2.236 3.221 4.616
C 1.541 4.206 3.297
C 2.355 5.118 2.382
C 1.372 5.852 1.520
C 1.927 6.839 0.486
C 2.784 4.349 5.969
C 2.818 3.782 7.386
C 1.534 4.121 8.166
C 1.647 3.876 9.648
C 3.728 2.319 4.152
C 5.104 3.007 4.092
C 6.095 1.959 3.610
C 7.463 2.475 3.314
H -0.674 1.138 7.629
H -2.421 0.886 7.457
H -1.675 2.629 7.659
H -2.617 2.164 5.380
H -1.572 0.771 5.255
H -0.520 3.538 5.546
H -0.845 2.821 3.974
H 0.886 1.067 4.446
H 1.178 1.750 6.051
H 0.819 4.868 3.804
H 1.041 3.542 2.587
H 3.087 4.540 1.808
H 2.915 5.852 3.001
H 0.739 6.440 2.121
H 0.715 5.073 1.078
H 1.043 7.350 0.047
H 2.475 6.325 -0.324
H 2.546 7.604 0.955
H 2.208 5.278 5.836
H 3.792 4.631 5.675
H 3.699 4.088 7.941
H 3.009 2.713 7.451
H 0.613 3.658 7.781
H 1.335 5.214 8.086
H 0.713 4.063 10.227
H 2.452 4.502 9.919
H 1.922 2.835 9.815
H 3.377 2.050 3.158
H 3.794 1.510 4.845
H 5.420 3.378 5.067
H 5.010 3.879 3.414
H 5.707 1.450 2.770
H 6.297 1.190 4.395
H 7.906 2.850 4.234
H 7.377 3.366 2.640
H 8.114 1.724 2.852
C 8.206 -1.339 0.215
C 6.864 -1.300 0.938
C 6.072 -2.570 0.740
C 4.870 -2.425 1.609
P 3.463 -3.633 1.480
C 3.818 -5.014 2.581
C 5.252 -5.598 2.614
C 5.556 -6.332 1.319
C 6.810 -7.095 1.337
C 2.051 -2.870 2.396
C 0.781 -3.717 2.404
C -0.436 -2.970 2.768
C -0.361 -2.182 4.032
C 2.940 -3.968 -0.207
C 2.367 -2.819 -0.967
C 1.652 -3.232 -2.229
C 0.992 -2.016 -2.922
H 8.722 -0.392 0.347
H 8.135 -1.343 -0.880
H 8.796 -2.181 0.560
H 6.260 -0.485 0.601
H 7.056 -1.195 1.978
H 6.619 -3.478 1.137
H 5.786 -2.848 -0.268
H 4.397 -1.393 1.497
H 5.017 -2.530 2.701
H 3.071 -5.861 2.451
H 3.466 -4.567 3.498
H 5.328 -6.197 3.545
H 6.005 -4.765 2.694
H 5.485 -5.585 0.502
H 4.788 -7.005 1.012
H 7.310 -7.236 0.391
H 6.611 -8.149 1.683
H 7.613 -6.658 2.000
H 1.671 -2.037 1.857
H 2.404 -2.535 3.386
H 0.912 -4.548 3.027
H 0.570 -4.033 1.420
H -1.279 -3.672 2.660
H -0.632 -2.281 1.952
H -1.385 -1.965 4.395
H 0.207 -1.241 3.843
H 0.187 -2.812 4.779
H 2.234 -4.786 -0.237
H 3.754 -4.362 -0.789
H 3.197 -2.056 -1.113
H 1.685 -2.188 -0.349
H 1.022 -4.019 -2.017
H 2.305 -3.780 -2.885
H 1.793 -1.309 -3.067
H 0.235 -1.587 -2.282
H 0.706 -2.136 -3.930
C -8.021 -1.360 -1.781
C -6.990 -2.194 -2.341
C -6.410 -3.250 -1.337
C -5.862 -2.815 -0.016
P -4.243 -2.190 -0.149
C -3.147 -3.570 -0.531
C -3.052 -4.768 0.464
C -1.902 -5.656 0.043
C -1.707 -6.815 1.089
C -4.064 -0.982 -1.440
C -4.822 0.318 -1.245
C -4.508 1.392 -2.305
C -5.179 2.649 -2.014
C -3.801 -1.452 1.462
C -4.953 -0.601 2.110
C -4.452 0.016 3.368
C -5.599 0.805 4.178
H -8.581 -0.643 -2.432
H -7.676 -0.675 -0.964
H -8.865 -1.885 -1.251
H -6.192 -1.536 -2.715
H -7.360 -2.829 -3.149
H -5.613 -3.776 -1.812
H -7.195 -4.070 -1.234
H -5.844 -3.719 0.669
H -6.461 -2.166 0.612
H -2.174 -3.056 -0.655
H -3.473 -3.981 -1.523
H -3.912 -5.408 0.445
H -2.961 -4.459 1.525
H -1.010 -5.030 0.052
H -2.055 -6.072 -0.908
H -0.738 -7.318 0.814
H -2.579 -7.444 1.042
H -1.508 -6.367 2.053
H -4.347 -1.461 -2.390
H -3.043 -0.790 -1.407
H -4.429 0.813 -0.293
H -5.873 0.025 -1.161
H -4.590 1.026 -3.408
H -3.391 1.538 -2.260
H -4.844 3.018 -1.084
H -6.294 2.628 -1.944
H -4.882 3.365 -2.753
H -2.913 -0.947 1.183
H -3.558 -2.155 2.232
H -5.871 -1.182 2.330
H -5.305 0.203 1.377
H -3.600 0.688 3.310
H -4.040 -0.737 4.009
H -5.914 1.713 3.661
H -5.354 1.123 5.171
H -6.532 0.266 4.271
As -0.201 1.171 0.610
F -0.641 -0.471 0.423
F -1.869 1.649 0.301
F 0.081 2.877 0.791
F 1.389 0.872 0.976
F 0.186 1.279 -1.082
F -0.556 1.113 2.299
As -2.921 -4.092 -4.899
F -4.213 -3.429 -3.999
F -3.395 -3.187 -6.362
F -1.650 -4.640 -5.908
F -2.423 -5.112 -3.644
F -3.937 -5.386 -5.536
F -1.909 -2.844 -4.264
As 3.921 -1.341 5.870
F 4.177 -2.788 4.913
F 5.564 -1.013 5.819
F 3.636 0.213 6.643
F 2.260 -1.644 5.787
F 4.060 -2.123 7.431
F 3.756 -0.647 4.290
*
```

Values from the calculation:
LUMO energy = -2.76 eV
HOMO energy = -14.061 eV
HOMO-LUMO gap = 11.30 eV